{"formula": "C4H13N2O2", "method": "ωB97M-V with the def2-TZVPD basis set", "lumo_ev": 3.56, "charge": -1, "molar_mass_g_mol": 121.2, "largest_force_ev_per_a": 6.8, "gap_ha": 0.26070, "species": ["N", "C", "C", "C", "O", "C", "N", "H", "H", "H", "H", "H", "H", "H", "H", "H", "H", "H", "H", "H", "O"], "positions_angstrom": [[-2.5238, -0.4743, 1.0467], [-1.2060, 0.1138, 0.6601], [0.2093, -0.4951, 1.0145], [1.3913, 0.3796, 0.5761], [1.6338, 0.2507, -0.8158], [-1.2494, 0.6091, -0.8482], [-2.6337, 0.8245, -1.2656], [-1.7047, -1.0321, 0.2717], [-2.4401, -1.0167, 1.9061], [-1.1762, 1.0536, 1.2631], [0.2351, -0.5982, 2.0650], [0.2803, -1.5154, 0.5315], [1.1880, 1.4054, 0.8383], [2.2870, 0.0795, 1.1113], [-0.6389, 1.5144, -0.9249], [-0.8086, -0.1634, -1.5237], [-3.2085, 0.0759, -0.7297], [-2.9820, 1.6695, -0.8325], [4.3417, -1.5028, -0.9027], [2.5139, -0.2572, -0.8130], [3.7843, -0.9768, -0.3270]], "atomic_forces_ev_per_a": [[2.591, -3.263, -2.982], [2.853, 5.911, 1.674], [-1.198, -0.951, -1.618], [-0.301, -0.869, -1.112], [-0.452, 0.507, 0.702], [-0.389, -1.103, 0.264], [-1.272, -1.209, 0.696], [-4.389, -1.789, 1.696], [0.492, -0.002, -0.073], [0.331, 0.081, -0.448], [0.014, -0.391, 1.408], [0.301, 0.848, 0.500], [-0.258, 0.753, 0.133], [0.117, -0.206, 0.161], [-0.128, -0.338, -0.116], [-0.114, 0.560, 0.565], [1.144, 1.537, -1.325], [0.041, 0.307, 0.042], [-0.031, -0.006, -0.138], [0.750, -0.462, -0.159], [-0.101, 0.084, 0.130]]}